# 1
C24H27IrNOSi as an isolated structure, computed with ωB97M-V with the def2-TZVPD basis set.

<S²> = 6.037
E = -1454.10803 Ha

```
! RIJCOSX wB97M-V def2-TZVPD def2/J DEFGRID3
* xyz 1 5
Ir -0.338 0.549 1.444
Si -0.168 -0.321 -0.705
O -1.929 -0.926 1.686
N 0.495 -0.880 2.660
C -1.398 -2.252 2.029
C 1.579 -0.194 -1.373
C -1.178 2.293 2.702
C -0.073 2.461 0.659
C 3.552 1.023 -2.066
C -1.377 -2.198 -3.051
C -1.378 2.441 1.283
C 0.230 2.230 2.958
C -3.442 1.822 -2.126
C 0.922 2.277 1.698
C 1.339 -2.708 4.592
C -1.297 0.738 -1.797
C 3.332 -1.328 -2.603
C -1.655 2.194 -3.706
C 0.250 -2.992 3.782
C 2.114 -1.369 -1.919
C 1.969 -1.472 4.442
C -0.816 1.351 -2.962
C 4.053 -0.130 -2.682
C -2.962 2.448 -3.283
C 1.561 -0.593 3.456
C -0.147 -2.063 2.821
C -2.616 0.969 -1.390
C 2.328 0.990 -1.387
H 0.699 2.159 3.939
H -1.219 -2.768 1.075
H 1.681 -3.429 5.327
H -3.598 3.139 -3.843
H 0.129 2.629 -0.393
H -1.855 -1.956 -4.010
H -2.083 -2.046 -2.230
H -0.335 -3.902 3.840
H -2.323 2.561 0.766
H -0.526 -1.752 -0.725
H -4.467 1.994 -1.795
H 2.803 -1.172 5.078
H 1.962 1.896 -0.895
H 5.004 -0.098 -3.216
H -1.965 2.237 3.459
H -1.029 -3.241 -3.031
H -0.484 -1.556 -2.961
H 1.557 -2.308 -1.830
H 2.048 0.377 3.332
H -1.269 2.651 -4.618
H -2.532 -0.624 2.391
H -3.003 0.488 -0.483
H 1.998 2.259 1.543
H 0.205 1.158 -3.303
H 3.712 -2.234 -3.078
H 4.108 1.962 -2.115
H -2.167 -2.784 2.614
*
```

# 2
The molecule C24H27N3O5, computed with ωB97M-V with the def2-TZVPD basis set.

E = -1471.16015 Ha

```
! RIJCOSX wB97M-V def2-TZVPD def2/J DEFGRID3
* xyz 0 1
O -0.858 -4.555 -1.649
O 4.377 3.078 0.921
O -3.433 -2.073 2.140
O -4.864 1.937 -1.987
O -3.063 0.410 1.563
N -4.116 3.063 -2.080
N 1.039 -3.364 -1.646
N 4.831 0.378 0.115
C -3.690 -3.411 2.493
C -2.450 4.270 -0.764
C 1.951 -1.962 0.138
C 3.891 -1.040 -1.594
C 5.180 1.492 -0.746
C -0.940 -2.451 -0.556
C -1.480 -0.137 -0.214
C -1.837 -2.802 0.452
C 3.854 -0.523 -0.292
C 4.036 2.009 1.777
C -5.305 0.047 -0.527
C 2.868 -1.023 0.565
C -3.393 3.148 -0.997
C -0.268 -3.547 -1.305
C 1.963 -2.422 -1.174
C -3.054 1.773 1.201
C 4.281 2.698 -0.433
C -0.779 -1.119 -0.898
C 2.964 -1.963 -2.026
C 4.927 0.792 1.500
C -2.537 -1.833 1.145
C -3.661 2.043 -0.139
C -2.345 -0.471 0.815
C -4.601 1.317 -0.824
H 5.970 1.080 1.677
H 4.581 3.570 -1.015
H -2.035 2.183 1.237
H -2.791 -3.906 2.874
H 5.072 1.224 -1.795
H -4.086 -3.981 1.647
H 2.802 -0.686 1.587
H -5.313 -0.135 0.544
H 1.396 -4.051 -2.299
H 2.978 1.740 1.630
H -6.323 0.095 -0.908
H -4.439 -3.367 3.282
H 4.684 -0.036 2.163
H -1.347 0.892 -0.504
H 3.237 2.438 -0.677
H 6.224 1.760 -0.552
H -3.644 2.263 1.986
H -2.475 4.943 -1.615
H -4.796 -0.784 -1.016
H 4.177 2.378 2.794
H 1.212 -2.334 0.831
H 3.017 -2.340 -3.037
H -2.731 4.815 0.136
H -1.436 3.894 -0.632
H -0.122 -0.835 -1.705
H 4.668 -0.730 -2.275
H -1.969 -3.851 0.666
*
```

# 3
The molecule C24H27N3O5S, computed with ωB97M-V with the def2-TZVPD basis set.

E = -1869.43547 Ha

```
! RIJCOSX wB97M-V def2-TZVPD def2/J DEFGRID3
* xyz 0 1
S 2.767 -1.442 -1.836
O 0.111 -2.493 1.902
O -2.636 -1.997 -1.238
O 1.838 2.601 1.809
O -1.774 1.525 1.107
O 3.945 1.732 -0.937
N 1.364 2.264 -0.384
N -3.590 -0.434 0.098
N -0.567 0.032 -0.050
C -0.056 2.458 -0.251
C 5.263 1.493 -0.944
C 0.575 -4.233 0.602
C -4.812 -0.271 -0.664
C 2.203 2.336 0.683
C -0.278 -3.357 -0.112
C 3.606 2.053 0.337
C 3.510 -1.221 0.601
C 2.190 -0.714 0.551
C -5.974 1.198 1.041
C -0.530 -2.308 0.725
C -1.330 -1.061 0.581
C -4.674 2.251 -0.821
C 1.651 -0.766 -0.695
C 3.954 -1.644 -0.606
C -0.859 1.290 0.333
C -4.715 0.940 -1.601
C 5.794 1.656 0.300
C -2.596 -1.242 -0.287
C 0.286 -0.345 -1.151
C 4.718 2.020 1.137
C -6.006 -0.127 0.282
C 0.777 -3.653 1.815
C -5.907 2.373 0.070
H -6.805 2.384 -0.552
H 5.704 1.220 -1.882
H -6.869 1.279 1.662
H 6.819 1.532 0.583
H -4.636 3.090 -1.520
H -3.822 0.837 -2.222
H -0.675 -3.499 -1.095
H -5.109 1.231 1.705
H -1.604 -0.709 1.582
H 1.347 -3.957 2.670
H -5.871 3.311 0.627
H -5.584 0.937 -2.261
H -4.916 -1.182 -1.264
H -0.227 3.288 0.444
H 1.761 2.037 -1.280
H 0.350 0.476 -1.871
H -0.483 2.720 -1.223
H -6.921 -0.181 -0.310
H -3.385 0.277 0.790
H -3.775 2.294 -0.203
H 4.906 -2.065 -0.861
H 4.743 2.232 2.185
H 1.675 -0.329 1.412
H 0.977 -5.161 0.253
H -6.010 -0.962 0.985
H 4.097 -1.258 1.501
H -0.199 -1.182 -1.669
*
```

# 4
The molecule C24H27N5, computed with ωB97M-V with the def2-TZVPD basis set.

E = -1204.51414 Ha

```
! RIJCOSX wB97M-V def2-TZVPD def2/J DEFGRID3
* xyz 0 1
N 5.940 1.451 1.563
N -2.129 -0.691 -0.126
N 4.712 1.053 1.254
N -2.943 0.352 -0.289
N 1.312 1.702 -0.901
C -6.943 0.038 0.930
C 2.219 -2.166 -1.502
C -5.125 1.376 0.070
C 1.509 -2.826 0.703
C 2.481 2.293 -1.523
C 0.100 1.818 -1.691
C 3.196 -2.265 -2.635
C 1.097 -1.356 -1.598
C -0.950 -0.342 -0.612
C 4.525 -0.253 1.534
C 0.188 -1.256 -0.546
C -4.279 0.273 0.113
C 6.554 0.394 2.060
C 3.748 1.717 -0.898
C 2.422 -2.893 -0.334
C 3.779 1.940 0.620
C 0.395 -2.014 0.603
C -6.086 -1.057 0.972
C -0.997 0.993 -1.102
C -8.363 -0.082 1.389
C -2.290 1.391 -0.867
C 5.704 -0.719 2.067
C -4.771 -0.947 0.570
C -6.440 1.250 0.475
H 4.219 -2.199 -2.267
H -8.991 0.666 0.912
H 0.264 1.517 -2.747
H 3.087 -3.224 -3.140
H 2.508 2.107 -2.612
H -4.102 -1.793 0.599
H 3.300 -3.517 -0.244
H -2.762 2.327 -1.083
H 2.438 3.377 -1.373
H 3.776 0.641 -1.092
H -8.759 -1.071 1.168
H -6.456 -2.009 1.323
H -0.204 2.870 -1.702
H 4.630 2.165 -1.358
H -0.318 -1.945 1.410
H 2.779 1.762 1.025
H -7.088 2.114 0.436
H 3.033 -1.475 -3.365
H 7.570 0.465 2.395
H -4.768 2.334 -0.273
H -8.419 0.067 2.468
H 0.917 -0.807 -2.512
H 3.589 -0.742 1.347
H 1.493 0.715 -0.737
H 5.923 -1.709 2.413
H 1.675 -3.404 1.601
H 4.085 2.962 0.849
*
```

# 5
The molecule C24H27N5O4, computed with ωB97M-V with the def2-TZVPD basis set.

E = -1505.55264 Ha

```
! RIJCOSX wB97M-V def2-TZVPD def2/J DEFGRID3
* xyz 0 1
O 5.992 1.525 -1.564
O -3.335 -0.490 -1.882
O -0.285 0.920 1.496
O -4.101 1.730 1.801
N -5.340 1.179 -0.015
N 5.080 -1.059 -0.582
N -2.488 0.086 0.118
N -1.208 0.191 -0.418
N -5.210 3.366 0.692
C 7.341 1.667 0.301
C 7.444 0.020 2.043
C 3.624 0.877 -1.657
C -5.403 -2.581 -0.508
C -4.870 -0.196 -0.004
C 4.671 -2.191 -0.087
C 2.100 1.566 0.068
C 5.969 -0.314 0.104
C -3.505 -0.233 -0.701
C 2.661 -0.006 -2.132
C 3.327 1.671 -0.557
C 5.110 -2.710 1.142
C -4.833 2.067 0.891
C -0.157 0.618 0.325
C 1.134 0.687 -0.411
C -5.869 -1.137 -0.684
C 7.861 1.211 1.512
C -7.471 -1.099 1.332
C 6.405 0.941 -0.411
C 4.960 0.969 -2.350
C 1.428 -0.103 -1.521
C -7.302 -0.931 -0.174
C 6.026 -1.990 1.854
C 6.495 -0.755 1.354
H 4.064 2.365 -0.181
H -6.125 -3.265 -0.946
H -5.688 1.523 -0.897
H -5.856 -0.910 -1.757
H -4.733 -0.470 1.046
H -1.192 0.015 -1.415
H -7.947 -1.647 -0.688
H 3.953 -2.731 -0.691
H 2.891 -0.633 -2.980
H 4.883 1.659 -3.200
H -2.607 0.496 1.045
H 5.248 -0.020 -2.724
H 4.728 -3.654 1.499
H -6.895 -0.355 1.875
H -4.448 -2.726 -1.005
H -8.519 -0.976 1.599
H -5.282 -2.828 0.544
H 7.662 2.612 -0.108
H 1.868 2.162 0.937
H -4.996 4.006 1.438
H 7.831 -0.339 2.984
H 8.591 1.815 2.030
H -7.641 0.069 -0.453
H 6.404 -2.345 2.803
H -7.157 -2.088 1.653
H 0.712 -0.822 -1.892
H -5.997 3.589 0.109
*
```

# 6
C24H27N5O6S as an isolated structure, computed with ωB97M-V with the def2-TZVPD basis set.

E = -2054.21077 Ha

```
! RIJCOSX wB97M-V def2-TZVPD def2/J DEFGRID3
* xyz 0 1
S 0.089 -0.992 2.587
O -3.659 -2.640 5.108
O 3.909 1.919 1.225
O -0.913 1.698 0.658
O -0.552 1.841 -2.251
O -2.762 -1.470 -0.136
O 0.310 -2.314 -2.989
N -0.497 -1.448 4.026
N -3.618 -2.048 2.384
N 1.109 -0.212 -3.153
N -0.664 -0.711 -0.501
N -1.751 -2.297 6.275
C 3.532 0.114 -3.374
C -1.268 2.961 -2.471
C 1.491 1.912 0.977
C -1.397 -1.275 1.736
C -2.587 2.669 -2.602
C -0.970 -0.585 -1.929
C -1.138 2.936 1.285
C 3.864 3.179 1.850
C -1.427 0.802 -2.241
C 2.748 1.331 0.840
C 0.489 -0.044 -0.026
C 2.126 0.053 -5.384
C -2.692 1.265 -2.449
C 0.215 -1.129 -2.752
C -2.348 -1.739 2.653
C 2.870 0.061 0.274
C 0.357 1.232 0.550
C 3.316 0.999 -5.576
C 1.747 -0.613 -0.156
C 2.267 -0.532 -3.959
C -2.490 -2.287 5.148
C 3.691 1.415 -4.157
C -1.669 -1.143 0.317
C -1.760 -1.813 3.957
H -0.786 -2.016 6.230
H 4.698 1.823 -4.090
H 0.977 0.758 -2.910
H 3.456 3.946 1.182
H 2.328 -1.622 -3.972
H -3.584 0.675 -2.479
H -0.663 3.757 0.738
H 2.104 -0.731 -6.138
H 1.832 -1.597 -0.591
H -2.217 3.076 1.272
H 1.186 0.603 -5.451
H -3.385 3.360 -2.781
H 4.150 0.463 -6.030
H -3.902 -2.039 1.415
H 3.440 0.271 -2.301
H 3.278 3.149 2.774
H -1.818 -1.261 -2.099
H 4.897 3.426 2.088
H 1.391 2.890 1.417
H 3.852 -0.375 0.194
H -0.724 3.884 -2.518
H -0.784 2.930 2.321
H 2.990 2.166 -3.787
H 4.391 -0.532 -3.558
H -2.153 -2.628 7.135
H -4.174 -2.431 3.135
H 3.069 1.847 -6.213
*
```

# 7
C24H28Br30N2O2S as an isolated structure, computed with ωB97M-V with the def2-TZVPD basis set.

E = -78809.54877 Ha

```
! RIJCOSX wB97M-V def2-TZVPD def2/J DEFGRID3
* xyz 0 1
Br 7.984 -7.559 -1.573
Br -6.564 -1.259 -5.439
Br -1.640 4.317 5.733
Br -8.925 -0.655 -3.346
Br 0.041 -11.131 2.987
Br -0.709 5.239 -5.130
Br 1.241 7.505 -2.642
Br -0.265 -6.650 3.151
Br 2.885 -11.441 4.450
Br -0.808 -5.746 0.114
Br 3.344 -6.464 4.229
Br 1.181 2.906 -3.997
Br 5.696 -6.208 -3.381
Br -1.251 7.221 4.411
Br 0.238 10.531 -2.244
Br 6.117 -1.749 -3.411
Br -1.799 8.089 -1.784
Br -4.008 5.624 3.993
Br 6.098 -5.726 5.710
Br -1.575 2.163 -5.473
Br 4.223 -3.390 4.547
Br 3.243 -1.258 -4.759
Br 0.806 -3.810 2.106
Br 2.657 -9.763 1.720
Br 5.144 -1.757 0.707
Br 2.198 -2.321 -0.452
Br 4.131 -4.780 0.293
Br 8.483 -4.680 -2.911
Br 5.139 1.241 -4.070
Br -8.526 1.242 -5.908
S -6.864 0.121 -1.275
O 0.670 2.558 -0.147
O 2.909 1.958 -0.700
N -5.816 -1.161 -1.679
N -6.086 1.003 0.002
C 4.600 -0.551 -3.566
C 4.032 -2.948 -0.346
C -2.078 3.588 1.261
C -0.257 8.730 -2.770
C -2.241 -1.592 0.193
C -4.643 -1.016 -0.827
C -0.096 3.414 -5.365
C -3.361 -1.926 -0.828
C 7.172 -5.898 -2.161
C -0.703 4.380 1.560
C -3.892 1.871 2.041
C 1.980 0.688 1.182
C -0.131 4.938 0.139
C -8.355 -0.555 -5.198
C -2.418 -0.341 1.152
C 1.870 1.825 0.027
C 1.759 -10.307 3.351
C -2.511 5.962 5.180
C -2.495 2.572 2.465
C 0.905 3.929 -0.575
C -3.675 0.565 1.125
C -4.865 0.237 0.113
C 4.830 -5.220 4.333
C 0.397 -5.644 1.631
H 0.725 4.046 -1.714
H 0.094 3.749 2.086
H 1.563 -9.401 3.924
H 1.334 -6.111 1.326
H -3.310 -2.791 -1.573
H -1.623 1.834 2.555
H -1.276 -2.222 0.226
H -4.435 2.636 1.357
H 0.937 0.455 1.590
H -1.551 -0.132 1.866
H 4.430 -2.942 -1.360
H -0.868 5.315 2.209
H 0.426 3.373 -6.320
H 0.286 6.002 0.236
H 4.149 -0.481 -2.576
H -4.599 1.698 2.929
H -1.047 5.006 -0.560
H -1.933 3.048 0.263
H -2.900 4.381 1.084
H -2.916 6.425 6.078
H 6.758 -5.416 -1.276
H 5.356 -5.272 3.380
H 1.982 4.300 -0.401
H 2.626 1.113 2.044
H -9.028 -1.191 -5.773
H -0.545 8.773 -3.820
H 2.549 -0.248 0.816
H -2.595 3.143 3.456
*
```